A molecular structure, C34H43F9N7O3S5Ti, computed with wB97M-V/def2-TZVPD.

```
102
Properties=species:S:1:pos:R:3:forces:R:3
Ti -0.3254 -0.1125 0.6465 2.1 0.6 0.0
N -1.5215 -1.6747 -0.3587 -0.3 -0.4 0.0
C -2.8968 -1.2852 -0.2227 -0.4 -0.6 -0.6
C -3.9287 -1.9172 -0.8969 0.6 0.3 0.5
C -5.2496 -1.5012 -0.7097 -0.4 0.4 0.2
C -5.5374 -0.4776 0.1615 0.0 -0.3 -0.2
C -4.5159 0.1677 0.8864 0.4 -0.2 -0.1
C -4.7711 1.1780 1.8382 0.9 0.0 0.2
C -3.7017 1.7022 2.5398 -0.9 -0.1 -0.1
C -2.4088 1.2694 2.2744 0.6 -0.7 -0.7
N -2.1092 0.3486 1.3337 -3.1 1.0 1.7
C -3.1670 -0.2333 0.6727 -0.5 0.0 0.3
H -1.2478 -1.8081 -1.3619 -0.2 0.2 0.5
H -1.3976 -2.6145 0.0243 0.0 0.3 0.2
H -3.7100 -2.7673 -1.5297 0.1 -0.1 0.0
H -6.0424 -1.9974 -1.2461 -0.1 -0.1 0.0
H -6.5549 -0.1699 0.3325 -0.2 0.0 0.0
H -5.7833 1.5005 2.0243 -0.1 0.1 0.0
H -3.8583 2.4577 3.2932 0.0 0.0 0.1
H -1.5765 1.6966 2.8271 -0.1 -0.1 -0.2
C 4.2233 4.2554 0.5992 -0.3 -0.1 0.5
C 3.2954 4.1138 -0.5915 -0.1 -0.3 -0.4
S 3.0450 2.4802 -1.4279 0.3 0.2 0.0
C 4.1335 1.2333 -0.6804 -0.3 0.3 -0.1
C 3.3471 0.2601 0.1837 -0.5 0.1 0.2
S 2.1172 1.1344 1.2161 0.9 0.0 0.3
C 3.0481 1.2551 2.7898 -0.3 -0.1 -0.4
C 4.1203 2.3298 2.7439 -0.4 0.5 -0.2
S 3.4324 3.9462 2.2245 0.5 -0.1 0.0
H 4.5151 5.3053 0.6489 0.1 -0.1 0.0
H 5.1377 3.6675 0.5272 0.0 0.1 0.0
H 3.6551 4.7620 -1.3918 0.0 0.0 0.1
H 2.2884 4.4209 -0.3083 0.0 0.1 0.0
H 4.9092 1.7511 -0.1275 0.1 -0.1 0.0
H 4.5954 0.6997 -1.5100 0.1 0.0 0.1
H 4.0036 -0.3210 0.8291 0.0 -0.1 0.1
H 2.7690 -0.4193 -0.4435 0.3 0.0 0.1
H 3.4759 0.2785 3.0135 -0.1 0.0 0.1
H 2.3061 1.5200 3.5396 0.0 -0.1 0.1
H 4.9367 2.0655 2.0765 0.1 0.0 0.1
H 4.5155 2.4703 3.7488 0.1 -0.1 0.0
F -0.8843 -3.7478 3.6831 0.1 -0.1 0.1
C -0.7260 -3.0370 2.5903 -0.4 0.2 -0.2
F -0.8208 -3.8548 1.5428 0.1 -0.3 -0.3
F -1.7736 -2.1762 2.4737 -0.1 -0.1 0.3
C 0.5654 -2.1794 2.5181 0.1 -0.6 0.7
O 0.5941 -1.4871 1.3636 0.7 -1.6 0.3
C 0.5160 -1.1801 3.7167 0.0 0.5 0.0
F -0.3191 -1.5163 4.6802 0.0 -0.1 0.2
F 0.0582 0.0136 3.2152 -0.1 0.0 0.3
F 1.6990 -0.9342 4.2479 0.1 -0.1 0.1
C 1.8202 -3.0933 2.5972 0.2 0.2 -0.2
F 1.7725 -4.0119 1.6425 0.0 -0.2 -0.2
F 2.9067 -2.3477 2.3894 0.2 0.1 0.0
F 1.9434 -3.7028 3.7661 -0.2 0.0 0.3
S -0.5173 -2.4670 -3.2443 0.2 -0.5 -0.4
C -1.5703 -1.6531 -4.2229 0.2 0.2 0.5
N -2.6996 -1.0298 -3.8118 -0.1 -0.2 -0.3
C -3.4661 -0.5092 -4.9337 -0.3 0.3 -0.1
C -2.5192 -0.7231 -6.1337 -0.2 0.4 -0.3
N -1.3439 -1.3404 -5.5270 -0.2 -0.1 -0.1
H -3.1660 -1.3016 -2.9565 0.3 0.0 -0.1
H -3.6919 0.5473 -4.7650 0.0 -0.1 -0.2
H -4.4092 -1.0495 -5.0520 0.1 0.1 0.0
H -2.2366 0.2255 -6.5989 -0.2 -0.1 0.0
H -2.9699 -1.3660 -6.8929 0.1 0.1 0.1
H -0.7544 -1.9390 -6.0849 0.0 -0.1 0.2
N -2.4398 2.0418 -1.2104 0.0 0.2 0.2
C -1.8789 2.9937 -0.4202 0.3 -0.4 -0.2
S -0.4486 2.6420 0.4099 0.3 0.6 0.2
N -2.4486 4.1962 -0.4328 -0.5 -0.1 -0.4
C -2.1039 5.3407 0.3274 0.1 0.5 0.2
C -1.7823 5.2529 1.6729 -0.2 0.0 0.0
C -1.5473 6.4147 2.3854 0.0 0.0 0.0
C -1.6288 7.6494 1.7625 0.0 0.0 0.0
C -1.9455 7.7301 0.4161 0.0 0.0 0.1
C -2.1882 6.5765 -0.3041 0.1 -0.3 0.1
H -1.9816 1.1377 -1.2224 -0.2 0.4 -0.2
H -3.3998 2.1102 -1.5029 -0.1 0.0 0.0
H -3.1822 4.3639 -1.1142 0.2 -0.1 0.1
H -1.7322 4.2874 2.1516 0.0 0.0 0.1
H -1.3145 6.3574 3.4360 0.1 0.0 0.1
H -1.4517 8.5487 2.3271 0.0 0.1 0.1
H -2.0142 8.6886 -0.0706 0.0 0.1 -0.1
H -2.4393 6.6252 -1.3534 0.0 0.0 -0.1
O 1.7160 -0.2300 -2.3013 0.2 -0.1 0.3
C 0.6166 0.2896 -2.1940 0.0 0.2 -1.4
O -0.1479 0.2978 -1.1816 0.3 0.3 -1.9
C 0.0748 1.0114 -3.4723 -0.3 -0.1 1.1
N 1.0377 0.6596 -4.5422 0.5 -0.6 0.1
C 1.3854 1.8805 -5.2991 0.2 0.8 -0.3
C 1.2588 2.9850 -4.2601 -0.1 0.0 0.0
C 0.0967 2.5431 -3.3673 0.1 0.2 -0.1
H -0.9242 0.6430 -3.6949 0.1 -0.1 -0.1
H 0.6945 -0.0970 -5.1374 0.0 0.0 0.2
H 1.8457 0.2796 -3.9618 -0.4 0.0 -0.4
H 0.6757 2.0136 -6.1175 0.0 -0.1 0.1
H 2.3910 1.8122 -5.7085 -0.1 -0.2 0.0
H 1.0738 3.9545 -4.7112 0.1 0.0 -0.1
H 2.1690 3.0434 -3.6698 0.1 0.0 -0.1
H -0.8467 2.9598 -3.7172 0.0 0.0 0.0
H 0.2591 2.8654 -2.3405 -0.1 0.0 0.1
```
Positions in Å, forces in eV/Å.

Charge: +2
Highest occupied orbital energy (spin up / spin down) (eV): -12.22 / -12.22
Energy above the lowest of the compared OMol25 structures with the same formula, charge and spin (kJ/mol): 208.6
Orbital gap (spin up / spin down) (hartree): 0.2297 / 0.2295
F_max (eV Å⁻¹): 3.67
E_LUMO (spin up / spin down) (eV): -5.97 / -5.98
2S+1: 2

Atom charges from the Mulliken analysis, given in e for atoms 1 to 99: Ti -0.7649; N 0.1286; C 1.1147; C -0.6113; C -0.8966; C -1.0687; C 0.6776; C -1.0532; C -1.1942; C -0.4590; N 1.6104; C -0.2090; H -0.9480; H 0.3615; H 0.6914; H 0.5120; H 0.5240; H 0.5335; H 0.5403; H 0.6327; C -0.9023; C -0.4814; S 0.1913; C -1.4271; C -1.0241; S 0.3805; C -1.1603; C -0.7398; S -0.0569; H 0.4581; H 0.3913; H 0.5752; H 0.0782; H 0.4078; H 0.5820; H 0.8982; H 0.2960; H 0.4656; H 0.4592; H 0.2717; H 0.5446; F -0.2399; C 0.0978; F -0.2831; F -0.2584; C 1.3238; O -1.2146; C 0.2982; F -0.3034; F -0.0695; F -0.2985; C 0.4307; F -0.2167; F -0.1410; F -0.2620; S -0.3853; C 0.0594; N 0.1480; C -0.5773; C -0.5587; N -0.0591; H -0.0775; H 0.2791; H 0.4147; H 0.2584; H 0.3761; H 0.3265; N 0.4543; C 0.3685; S -0.0708; N 0.0095; C 0.4000; C 0.3148; C -0.9951; C -0.5145; C -0.6955; C -0.5786; H -1.2497; H 0.2257; H 0.3078; H 0.3747; H 0.4276; H 0.4384; H 0.4145; H 0.4189; O -0.8872; C -0.2669; O 2.4268; C 0.7181; N 0.3337; C -0.7497; C -0.4013; C -0.1602; H -0.8065; H 0.4087; H 0.4753; H 0.2953; H 0.4997; H 0.5389